1.
{
  "formula": "C19H61N17O10",
  "method": "wB97M-V/def2-TZVPD",
  "symbols": ["C", "O", "C", "C", "C", "N", "H", "H", "H", "H", "H", "H", "H", "H", "H", "H", "H", "C", "O", "C", "C", "C", "N", "H", "H", "H", "H", "H", "H", "H", "H", "H", "H", "H", "C", "O", "C", "C", "C", "N", "H", "H", "H", "H", "H", "H", "H", "H", "H", "H", "H", "N", "C", "N", "O", "H", "H", "H", "H", "N", "C", "N", "O", "H", "H", "H", "H", "N", "C", "N", "O", "H", "H", "H", "H", "N", "C", "N", "O", "H", "H", "H", "H", "N", "C", "N", "O", "H", "H", "H", "H", "N", "C", "N", "O", "H", "H", "H", "H", "N", "C", "N", "O", "H", "H", "H", "H"],
  "positions_angstrom": [[17.193, -9.363, -22.152], [17.380, -8.290, -21.328], [16.518, -8.396, -20.152], [16.871, -7.200, -19.257], [16.219, -7.276, -17.852], [16.576, -5.892, -19.857], [16.156, -9.550, -22.433], [17.416, -10.260, -21.575], [17.800, -9.380, -23.057], [15.449, -8.377, -20.362], [16.641, -9.365, -19.668], [17.903, -6.987, -18.981], [15.132, -7.356, -17.815], [16.487, -6.509, -17.126], [16.551, -8.219, -17.420], [17.001, -6.072, -20.756], [15.613, -5.812, -20.150], [23.680, -14.920, -7.009], [24.240, -15.542, -5.851], [25.297, -16.518, -6.222], [26.256, -16.780, -5.058], [27.401, -17.648, -5.468], [25.563, -17.384, -3.996], [24.326, -14.055, -7.159], [22.672, -14.514, -6.926], [23.503, -15.619, -7.826], [24.931, -17.423, -6.708], [25.892, -16.091, -7.029], [26.697, -15.894, -4.602], [27.178, -18.691, -5.244], [28.285, -17.383, -4.888], [27.573, -17.645, -6.545], [26.256, -17.626, -3.302], [25.049, -16.590, -3.642], [21.467, -5.131, -13.560], [21.862, -4.117, -12.685], [22.947, -3.298, -13.084], [24.260, -4.044, -12.829], [24.736, -3.946, -11.338], [25.211, -3.532, -13.806], [21.014, -4.642, -14.423], [20.619, -5.733, -13.231], [22.273, -5.835, -13.768], [22.758, -3.020, -14.120], [22.984, -2.338, -12.569], [24.221, -5.057, -13.230], [24.824, -2.910, -11.014], [25.741, -4.362, -11.273], [24.148, -4.611, -10.704], [25.712, -2.881, -13.219], [24.760, -3.083, -14.591], [16.340, -16.274, -9.486], [16.897, -15.081, -9.519], [18.102, -15.167, -9.965], [16.285, -14.064, -9.349], [15.335, -16.319, -9.402], [17.036, -17.002, -9.412], [18.622, -14.301, -9.953], [18.493, -16.041, -10.284], [10.976, -7.983, -12.219], [11.605, -8.910, -12.871], [12.708, -9.291, -12.254], [11.238, -9.316, -13.928], [10.211, -7.614, -12.765], [11.480, -7.473, -11.508], [12.752, -9.115, -11.261], [13.423, -9.715, -12.828], [17.713, -14.941, -15.190], [16.464, -15.282, -15.007], [15.772, -14.347, -14.477], [15.980, -16.276, -15.443], [17.973, -14.046, -14.802], [18.304, -15.734, -15.398], [14.774, -14.462, -14.366], [16.358, -13.607, -14.118], [18.821, -13.835, -19.572], [20.085, -13.584, -19.822], [20.311, -14.073, -20.995], [20.980, -13.159, -19.011], [18.505, -13.808, -18.614], [18.214, -14.221, -20.281], [21.248, -13.921, -21.341], [19.576, -14.435, -21.586], [27.187, -11.412, -11.048], [26.138, -10.762, -11.441], [25.843, -9.864, -10.501], [25.649, -10.914, -12.530], [27.496, -11.220, -10.106], [27.505, -12.230, -11.549], [25.046, -9.267, -10.671], [26.425, -9.673, -9.698], [19.694, -7.403, -6.968], [20.351, -7.337, -8.077], [19.981, -6.255, -8.797], [21.173, -8.155, -8.447], [18.814, -6.909, -7.004], [19.731, -8.128, -6.265], [20.527, -6.066, -9.625], [19.550, -5.515, -8.262], [19.001, -10.844, -11.352], [18.921, -10.511, -12.555], [20.089, -10.586, -13.063], [17.901, -10.602, -13.259], [19.763, -10.657, -10.716], [18.148, -11.269, -11.021], [20.157, -10.586, -14.071], [20.852, -10.916, -12.490]],
  "fmax_ev_per_a": 8.95,
  "smiles": "COC[C@H](C)N.COC[C@H](C)N.COC[C@H](C)N.NC(N)=O.NC(N)=O.NC(N)=O.NC(N)=O.NC(N)=O.NC(N)=O.NC(N)=O",
  "lumo_ev": 0.041,
  "total_energy_ev": -66497.152,
  "spin_multiplicity": 1
}

2.
{
  "formula": "C19H64N14O13",
  "method": "wB97M-V/def2-TZVPD",
  "symbols": ["C", "O", "N", "N", "H", "H", "H", "H", "C", "O", "N", "N", "H", "H", "H", "H", "C", "O", "N", "N", "H", "H", "H", "H", "C", "O", "N", "N", "H", "H", "H", "H", "C", "O", "N", "N", "H", "H", "H", "H", "C", "O", "N", "N", "H", "H", "H", "H", "C", "O", "N", "N", "H", "H", "H", "H", "C", "C", "O", "H", "H", "H", "H", "H", "H", "C", "C", "O", "H", "H", "H", "H", "H", "H", "C", "C", "O", "H", "H", "H", "H", "H", "H", "C", "C", "O", "H", "H", "H", "H", "H", "H", "C", "C", "O", "H", "H", "H", "H", "H", "H", "C", "C", "O", "H", "H", "H", "H", "H", "H"],
  "positions_angstrom": [[1.173, -4.197, -0.077], [1.737, -3.876, 0.984], [0.203, -3.435, -0.619], [1.565, -5.229, -0.854], [-0.130, -3.677, -1.529], [-0.064, -2.572, -0.175], [2.304, -5.830, -0.535], [1.010, -5.526, -1.632], [0.452, -0.162, -0.812], [1.052, -0.948, -1.541], [-0.523, -0.616, 0.041], [0.640, 1.185, -0.814], [-0.504, -1.602, 0.250], [-0.873, 0.004, 0.767], [1.462, 1.458, -1.344], [0.187, 1.861, -0.238], [-2.149, 0.776, 2.774], [-1.142, 1.161, 2.146], [-2.060, -0.084, 3.803], [-3.443, 1.106, 2.453], [-1.098, -0.467, 3.973], [-2.831, -0.350, 4.380], [-4.242, 0.940, 3.031], [-3.504, 1.847, 1.746], [-3.215, 3.566, -0.149], [-3.967, 3.404, 0.824], [-3.430, 4.525, -1.082], [-2.043, 2.906, -0.267], [-2.726, 4.640, -1.787], [-4.223, 5.129, -0.991], [-1.405, 3.145, -1.031], [-1.761, 2.230, 0.424], [1.256, -1.013, 4.178], [0.249, -0.989, 4.913], [2.301, -1.833, 4.552], [1.451, -0.361, 3.032], [2.238, -2.118, 5.514], [3.198, -1.801, 4.099], [0.679, 0.202, 2.683], [2.299, -0.453, 2.503], [3.836, -0.800, 1.310], [4.432, 0.260, 1.085], [4.013, -1.475, 2.485], [2.983, -1.384, 0.442], [4.616, -0.949, 3.097], [3.867, -2.470, 2.416], [2.471, -2.206, 0.741], [2.580, -0.730, -0.218], [3.344, 3.029, -1.254], [3.253, 2.098, -2.081], [3.811, 2.837, -0.019], [3.151, 4.325, -1.632], [4.304, 1.979, 0.177], [3.657, 3.567, 0.662], [3.592, 5.098, -1.174], [2.759, 4.392, -2.557], [-1.093, 2.371, -3.522], [-0.543, 3.766, -3.483], [-0.387, 4.224, -2.108], [-1.962, 2.283, -2.877], [-0.320, 1.617, -3.401], [-1.457, 2.244, -4.547], [-1.184, 4.465, -4.023], [0.465, 3.755, -3.903], [0.409, 4.700, -1.865], [-0.755, -4.537, 2.791], [-0.976, -3.185, 2.136], [-1.472, -3.401, 0.815], [0.053, -5.054, 2.267], [-1.590, -5.224, 2.894], [-0.309, -4.274, 3.758], [-0.014, -2.671, 2.058], [-1.667, -2.660, 2.801], [-2.317, -2.937, 0.666], [-2.003, -1.814, -2.816], [-3.409, -2.248, -2.526], [-3.693, -3.482, -3.188], [-1.763, -1.743, -3.881], [-1.200, -2.413, -2.383], [-1.664, -0.839, -2.448], [-4.153, -1.467, -2.665], [-3.475, -2.469, -1.453], [-3.155, -4.158, -2.770], [-5.968, -1.465, -0.354], [-5.119, -2.000, 0.805], [-3.767, -1.904, 0.362], [-5.972, -2.201, -1.154], [-5.753, -0.418, -0.581], [-7.032, -1.271, -0.150], [-5.415, -3.018, 1.065], [-5.148, -1.404, 1.724], [-3.489, -1.045, 0.708], [1.250, 4.902, 1.290], [1.720, 4.520, 2.701], [2.954, 3.816, 2.622], [0.964, 4.018, 0.724], [1.967, 5.495, 0.727], [0.328, 5.460, 1.469], [0.990, 3.770, 3.033], [1.649, 5.321, 3.440], [3.091, 3.343, 3.447], [4.827, -1.239, -3.581], [3.600, -0.973, -4.421], [2.702, -2.084, -4.256], [4.649, -1.770, -2.643], [5.455, -0.414, -3.240], [5.469, -1.944, -4.124], [3.782, -0.798, -5.476], [3.110, -0.137, -3.913], [2.000, -1.926, -3.621]],
  "fmax_ev_per_a": 2.92,
  "lumo_ev": 0.393,
  "total_energy_ev": -68224.206,
  "spin_multiplicity": 1
}

3.
{
  "formula": "C19H64N20O12",
  "method": "wB97M-V/def2-TZVPD",
  "symbols": ["C", "C", "C", "O", "C", "N", "H", "H", "H", "H", "H", "H", "H", "H", "H", "H", "H", "C", "C", "C", "O", "C", "N", "H", "H", "H", "H", "H", "H", "H", "H", "H", "H", "H", "C", "C", "O", "H", "H", "H", "H", "H", "H", "C", "O", "N", "N", "H", "H", "H", "H", "C", "O", "N", "N", "H", "H", "H", "H", "C", "O", "N", "N", "H", "H", "H", "H", "C", "O", "N", "N", "H", "H", "H", "H", "C", "O", "N", "N", "H", "H", "H", "H", "C", "O", "N", "N", "H", "H", "H", "H", "C", "O", "N", "N", "H", "H", "H", "H", "C", "O", "N", "N", "H", "H", "H", "H", "C", "O", "N", "N", "H", "H", "H", "H"],
  "positions_angstrom": [[-2.900, 0.602, 1.296], [-3.985, 1.212, 0.390], [-5.483, 0.753, 0.642], [-6.457, 1.312, -0.267], [-7.126, 0.437, -1.075], [-3.872, 2.598, 0.547], [-3.122, -0.466, 1.293], [-3.027, 0.853, 2.349], [-1.922, 0.643, 0.818], [-3.802, 0.837, -0.617], [-5.867, 1.110, 1.597], [-5.432, -0.335, 0.599], [-8.159, 0.181, -0.840], [-6.684, -0.547, -1.232], [-7.283, 0.803, -2.089], [-4.147, 2.790, 1.500], [-4.689, 2.881, 0.026], [-3.381, 3.172, -5.527], [-2.817, 2.389, -4.310], [-1.287, 2.446, -4.114], [-0.890, 2.060, -2.813], [0.535, 2.035, -2.618], [-3.471, 2.873, -3.112], [-2.957, 2.662, -6.392], [-2.975, 4.183, -5.486], [-4.464, 3.131, -5.637], [-3.231, 1.435, -4.638], [-0.842, 3.418, -4.330], [-0.817, 1.733, -4.792], [0.674, 1.711, -1.587], [0.779, 3.082, -2.803], [1.165, 1.432, -3.272], [-2.938, 2.438, -2.372], [-3.429, 3.882, -3.082], [2.074, 1.886, 2.611], [3.390, 1.293, 3.188], [4.487, 2.095, 3.036], [2.269, 2.267, 1.608], [1.875, 2.746, 3.251], [1.263, 1.171, 2.743], [3.572, 0.246, 2.946], [3.281, 1.173, 4.266], [4.939, 2.066, 2.189], [-2.138, -1.657, -0.207], [-1.795, -0.576, -0.532], [-3.302, -2.226, -0.568], [-1.503, -2.453, 0.522], [-3.866, -1.533, -1.040], [-3.675, -3.052, -0.124], [-0.537, -2.209, 0.681], [-1.994, -3.134, 1.084], [-2.205, -1.729, 3.369], [-3.254, -2.354, 3.370], [-2.000, -0.659, 2.697], [-1.108, -2.167, 3.867], [-2.754, -0.249, 2.165], [-1.072, -0.558, 2.311], [-1.047, -3.169, 3.981], [-0.287, -1.631, 4.108], [5.116, 1.137, 0.587], [4.948, 2.283, 1.122], [6.023, 0.722, -0.232], [4.368, 0.214, 0.858], [5.882, -0.186, -0.650], [6.837, 1.255, -0.503], [4.171, -0.653, 0.378], [3.609, 0.534, 1.442], [1.931, 2.769, -0.594], [1.541, 1.852, 0.085], [3.173, 3.134, -0.738], [1.050, 3.596, -1.106], [3.886, 2.520, -0.371], [3.425, 3.812, -1.443], [0.062, 3.415, -1.007], [1.327, 4.470, -1.529], [2.567, -1.792, -0.770], [3.182, -1.124, 0.027], [1.464, -2.400, -0.618], [3.027, -2.108, -1.984], [0.801, -2.193, 0.116], [0.997, -2.792, -1.423], [2.743, -2.948, -2.469], [3.775, -1.552, -2.373], [-0.008, -4.341, 3.207], [-0.618, -4.119, 4.260], [0.473, -5.480, 2.824], [0.498, -3.353, 2.526], [0.045, -6.209, 3.378], [1.109, -5.723, 2.078], [1.222, -3.425, 1.826], [0.277, -2.487, 2.995], [0.638, -0.537, 0.990], [0.317, -1.657, 1.334], [-0.183, 0.347, 0.345], [1.866, -0.098, 1.054], [-1.127, 0.021, 0.194], [0.147, 1.187, -0.108], [2.537, -0.853, 1.072], [1.978, 0.864, 0.766], [5.413, -1.558, 2.374], [5.112, -0.564, 2.905], [4.551, -2.299, 1.665], [6.532, -2.147, 2.237], [3.587, -2.048, 1.496], [5.046, -3.103, 1.307], [6.636, -3.024, 1.747], [7.310, -1.598, 2.575], [-0.993, -0.778, -3.194], [-0.776, -0.661, -4.353], [-0.194, -1.219, -2.270], [-2.125, -0.404, -2.644], [0.353, -1.991, -2.623], [-0.649, -1.146, -1.371], [-2.882, -0.167, -3.270], [-2.310, -0.724, -1.704]],
  "fmax_ev_per_a": 10.77,
  "lumo_ev": -0.531,
  "total_energy_ev": -75083.281,
  "spin_multiplicity": 1
}

4.
{
  "formula": "C19H66BaF3O17",
  "method": "wB97M-V/def2-TZVPD",
  "symbols": ["Ba", "C", "O", "O", "C", "F", "F", "F", "C", "C", "H", "H", "H", "H", "H", "H", "C", "O", "H", "H", "H", "H", "C", "O", "H", "H", "H", "H", "C", "O", "H", "H", "H", "H", "C", "O", "H", "H", "H", "H", "C", "O", "H", "H", "H", "H", "C", "O", "H", "H", "H", "H", "C", "O", "H", "H", "H", "H", "C", "O", "H", "H", "H", "H", "C", "O", "H", "H", "H", "H", "C", "O", "H", "H", "H", "H", "C", "O", "H", "H", "H", "H", "C", "O", "H", "H", "H", "H", "C", "O", "H", "H", "H", "H", "C", "O", "H", "H", "H", "H", "C", "O", "H", "H", "H", "H"],
  "positions_angstrom": [[-36.459, -4.156, 2.505], [-38.273, -7.071, 4.566], [-38.791, -6.475, 5.762], [-37.154, -6.282, 4.245], [-38.160, -8.633, 4.489], [-37.519, -9.167, 3.428], [-37.518, -9.121, 5.604], [-39.329, -9.222, 4.432], [-39.733, -7.277, 6.493], [-40.023, -6.364, 7.678], [-39.115, -6.093, 8.216], [-40.483, -5.435, 7.339], [-40.658, -6.794, 8.452], [-39.228, -8.141, 6.927], [-40.630, -7.568, 5.947], [-39.054, -6.750, 3.877], [-36.084, -9.653, 8.546], [-35.501, -9.325, 9.777], [-36.960, -9.043, 8.326], [-35.414, -9.366, 7.736], [-36.430, -10.686, 8.489], [-34.749, -8.735, 9.680], [-39.122, -6.498, 0.917], [-37.844, -5.924, 0.812], [-38.961, -7.505, 1.302], [-39.757, -5.976, 1.633], [-39.709, -6.688, 0.018], [-37.206, -6.538, 0.442], [-40.476, -4.598, 10.997], [-41.395, -5.373, 11.747], [-40.558, -4.889, 9.949], [-40.741, -3.543, 10.931], [-39.477, -4.681, 11.425], [-40.993, -6.245, 11.758], [-42.655, -6.725, 4.072], [-43.620, -6.334, 5.022], [-42.968, -6.415, 3.075], [-41.640, -6.338, 4.162], [-42.535, -7.808, 4.040], [-44.510, -6.514, 4.711], [-35.094, -11.509, 5.364], [-34.484, -12.806, 5.303], [-34.397, -10.681, 5.490], [-35.610, -11.333, 4.420], [-35.870, -11.419, 6.124], [-35.008, -13.437, 4.804], [-39.768, -11.290, 8.344], [-39.201, -12.380, 7.553], [-40.743, -11.716, 8.580], [-39.157, -11.051, 9.214], [-39.815, -10.357, 7.781], [-39.471, -12.174, 6.655], [-40.905, -10.084, 1.879], [-41.372, -11.084, 2.740], [-39.822, -10.147, 1.768], [-41.462, -10.095, 0.942], [-41.130, -9.156, 2.404], [-41.734, -11.812, 2.229], [-37.332, -2.783, 9.902], [-38.022, -2.966, 8.674], [-37.782, -2.053, 10.574], [-37.227, -3.735, 10.423], [-36.325, -2.456, 9.644], [-37.674, -3.745, 8.234], [-43.739, -6.618, 8.554], [-43.589, -5.707, 7.492], [-43.170, -7.532, 8.381], [-43.566, -6.265, 9.570], [-44.778, -6.946, 8.557], [-43.545, -6.184, 6.660], [-38.946, -12.342, 4.332], [-40.163, -12.035, 4.987], [-38.463, -13.057, 4.998], [-39.057, -12.656, 3.294], [-38.310, -11.459, 4.387], [-40.720, -11.517, 4.401], [-34.201, -8.277, 3.172], [-34.761, -7.844, 4.415], [-35.017, -8.706, 2.590], [-33.682, -7.422, 2.738], [-33.429, -9.041, 3.256], [-35.628, -7.437, 4.349], [-36.066, -5.949, 7.690], [-36.693, -4.966, 6.897], [-35.315, -5.556, 8.376], [-36.669, -6.608, 8.315], [-35.506, -6.623, 7.043], [-37.167, -5.407, 6.188], [-39.306, -8.155, 10.739], [-40.526, -7.892, 11.341], [-39.485, -8.646, 9.783], [-38.715, -7.287, 10.445], [-38.609, -8.757, 11.323], [-41.101, -8.637, 11.150], [-37.500, -11.024, 0.433], [-37.733, -9.901, -0.366], [-38.421, -11.606, 0.472], [-36.676, -11.622, 0.042], [-37.313, -10.823, 1.487], [-36.996, -9.307, -0.203], [-43.311, -9.834, 6.490], [-43.555, -10.277, 7.793], [-42.425, -10.332, 6.096], [-44.140, -10.134, 5.849], [-43.179, -8.752, 6.454], [-43.812, -11.202, 7.777]],
  "fmax_ev_per_a": 3.45,
  "total_charge": 1,
  "lumo_ev": -5.419,
  "total_energy_ev": -64412.685,
  "spin_multiplicity": 1
}